# C5H7BrO

2 unconnected molecules or ions with the total composition C5H7BrO in a non-equilibrium geometry (ωB97M-V with the def2-TZVPD basis set, the Open Molecules 2025 dataset).

Properties
Largest force on an atom   4.764 eV/Å
DFT total energy   -77381.799 eV
Highest occupied orbital energy (spin up / spin down)   -8.5104 / -8.2867 eV
Charge   0
Energy above the lowest of the compared OMol25 structures with the same formula, charge and spin   131.8 kcal/mol
Frontier orbital gap (spin up / spin down)   8.369 / 7.995 eV
2S+1   1

Each line ends with the Mulliken charge.
Geometry (Å):
C  -0.54644  1.86578  0.81822  -0.707
C  -0.81856  -2.29465  0.64070  -0.460
C  -0.13452  0.98670  -0.04780  0.217
C  -0.08597  -1.36639  1.22601  -0.047
C  0.46003  0.91995  -1.41235  -0.433
O  1.12608  -0.32439  -1.84317  -0.460
Br  1.39598  -1.42235  2.31574  -0.058
H  -0.86961  2.80132  0.35699  0.242
H  -0.93678  1.90926  1.83553  0.282
H  -0.65403  -3.33730  0.97666  0.246
H  -1.68281  -2.14918  0.03589  0.278
H  -0.40942  1.03188  -2.10743  0.247
H  1.19379  1.60757  -1.43018  0.359
H  1.96227  -0.22820  -1.36479  0.294

Cartesian forces (eV/Å) of the 6 atoms listed first:
-1.32 1.18 -0.78
0.86 -0.85 1.76
0.74 -2.30 1.85
-0.43 1.22 -1.87
-3.21 -3.48 -0.52
-0.48 1.36 1.24